Entry 1:
C2H6N4O | ωB97M-V/def2-TZVPD

Summary:
- SMILES: [H]/N=C(/N)[NH2+]/C([O-])=N/[H]
- LUMO level: 0.60 eV
- Maximum force: 0.076 hartree/bohr
- E_HOMO: -9.4929 eV

Last column: Löwdin charge in e.
Element x y z (Å)
H (-0.592, 2.201, 0.664)  0.06
N (-1.321, 1.523, 0.476)  0.15
C (-0.939, 0.460, -0.071)  -0.49
N (-1.754, -0.468, -0.649)  0.11
N (0.563, 0.366, -0.771)  0.16
C (1.249, -0.684, 0.506)  -0.54
O (0.201, -0.971, 1.137)  -0.05
N (2.479, -0.724, 0.595)  0.10
H (2.753, -1.156, 1.477)  0.07
H (-2.727, -0.237, -0.490)  0.11
H (-1.541, -1.412, -0.353)  0.10
H (1.088, 1.230, -0.860)  0.12
H (0.543, -0.127, -1.659)  0.12

=====

Entry 2:
C42H111N9O12 | ωB97M-V/def2-TZVPD

Summary:
- Expectation value of S²: 0.750
- LUMO level (alpha / beta): 2.04 / 2.02 eV
- Maximum force: 0.066 hartree/bohr
- E_HOMO (alpha / beta): 0.7127 / -6.4642 eV
- Spin multiplicity: 2
- Total charge: -1

Last column: Löwdin charge in e.
Element x y z (Å)
C (-5.696, -0.541, 3.676)  -0.06
O (-5.040, 0.684, 3.180)  -0.23
C (-5.282, 1.658, 4.141)  -0.27
C (-4.551, 2.973, 3.869)  -0.21
N (-4.862, 3.906, 4.946)  -0.05
C (-3.842, 4.959, 4.849)  -0.22
C (-3.730, 5.682, 3.456)  -0.22
O (-2.750, 5.001, 2.619)  -0.21
C (-2.583, 5.609, 1.316)  -0.15
H (-5.470, -1.212, 2.847)  0.08
H (-6.764, -0.358, 3.793)  0.09
H (-5.172, -1.114, 4.441)  0.09
H (-5.210, 1.210, 5.132)  0.12
H (-6.320, 1.988, 4.121)  0.11
H (-4.764, 3.351, 2.869)  0.12
H (-3.500, 2.691, 3.801)  0.11
H (-4.723, 3.447, 5.835)  0.10
H (-2.810, 4.652, 5.024)  0.11
H (-3.976, 5.707, 5.630)  0.10
H (-3.407, 6.698, 3.687)  0.10
H (-4.721, 5.877, 3.047)  0.11
H (-2.377, 6.676, 1.235)  0.05
H (-3.521, 5.585, 0.762)  0.04
H (-1.844, 5.084, 0.710)  0.08
C (7.506, 1.239, -1.643)  -0.10
O (7.128, -0.095, -1.262)  -0.22
C (8.193, -0.950, -1.029)  -0.24
C (7.794, -2.323, -0.444)  -0.18
N (6.862, -2.232, 0.676)  -0.06
C (7.242, -1.566, 1.944)  -0.17
C (5.968, -1.020, 2.705)  -0.19
O (6.133, -0.890, 4.144)  -0.19
C (5.111, -1.558, 4.930)  -0.09
H (6.634, 1.769, -2.028)  0.08
H (8.160, 1.182, -2.513)  0.08
H (8.036, 1.759, -0.845)  0.08
H (8.780, -0.411, -0.285)  0.11
H (8.699, -1.088, -1.985)  0.12
H (8.710, -2.830, -0.143)  0.11
H (7.417, -2.950, -1.252)  0.09
H (6.004, -1.878, 0.278)  0.08
H (7.932, -0.726, 1.865)  0.10
H (7.735, -2.228, 2.655)  0.10
H (5.100, -1.620, 2.428)  0.09
H (5.718, -0.119, 2.145)  0.11
H (4.905, -2.568, 4.576)  0.07
H (4.242, -0.918, 5.081)  0.08
H (5.580, -1.715, 5.901)  0.08
C (4.954, -2.959, -2.269)  -0.08
O (4.536, -1.853, -1.452)  -0.22
C (4.121, -0.770, -2.243)  -0.23
C (3.110, -1.047, -3.349)  -0.19
N (2.593, 0.139, -4.082)  -0.05
C (1.312, -0.156, -4.682)  -0.19
C (0.613, 1.167, -5.148)  -0.21
O (0.802, 2.119, -4.147)  -0.27
C (0.165, 3.378, -4.479)  -0.09
H (4.187, -3.163, -3.017)  0.08
H (5.205, -3.789, -1.608)  0.08
H (5.867, -2.736, -2.821)  0.08
H (5.018, -0.322, -2.671)  0.11
H (3.831, -0.005, -1.521)  0.10
H (2.265, -1.724, -3.220)  0.11
H (3.727, -1.546, -4.096)  0.10
H (2.493, 0.944, -3.481)  0.05
H (0.730, -0.668, -3.915)  0.09
H (1.273, -0.943, -5.435)  0.11
H (-0.474, 1.122, -5.216)  0.11
H (0.764, 1.466, -6.185)  0.11
H (0.431, 4.174, -3.783)  0.07
H (-0.920, 3.280, -4.504)  0.07
H (0.432, 3.698, -5.486)  0.08
C (-7.782, 1.302, 0.910)  -0.05
C (-6.873, 0.420, 0.027)  -0.36
C (-7.142, 0.738, -1.497)  -0.16
O (-8.502, 0.348, -1.868)  -0.19
C (-8.799, 0.679, -3.219)  -0.15
N (-5.458, 0.756, 0.315)  0.07
H (-7.784, 2.380, 0.747)  0.07
H (-7.438, 1.275, 1.944)  0.05
H (-8.823, 0.983, 0.877)  0.07
H (-7.092, -0.643, 0.128)  0.13
H (-6.510, 0.160, -2.171)  0.11
H (-6.977, 1.793, -1.712)  0.11
H (-8.142, 0.237, -3.969)  0.08
H (-8.757, 1.719, -3.543)  0.07
H (-9.844, 0.480, -3.458)  0.08
H (-5.234, 1.689, -0.001)  0.03
H (-5.270, 0.688, 1.305)  0.02
C (1.917, -1.771, 2.485)  -0.06
C (1.125, -2.086, 1.157)  -0.42
C (0.032, -1.038, 0.940)  -0.18
O (-0.988, -0.985, 1.973)  -0.18
C (-1.998, 0.003, 1.750)  -0.10
N (2.037, -2.061, 0.076)  0.06
H (2.496, -0.847, 2.467)  0.06
H (2.556, -2.573, 2.855)  0.05
H (1.187, -1.672, 3.289)  0.06
H (0.707, -3.076, 1.333)  0.13
H (-0.373, -1.263, -0.046)  0.12
H (0.509, -0.064, 0.829)  0.12
H (-2.185, 0.644, 2.611)  0.07
H (-2.967, -0.455, 1.546)  0.06
H (-1.918, 0.813, 1.025)  0.06
H (2.397, -1.159, -0.205)  0.06
H (2.864, -2.641, 0.082)  0.06
C (-5.219, -3.172, -1.553)  -0.04
C (-3.744, -2.919, -1.484)  -0.47
C (-2.908, -4.147, -1.081)  -0.17
O (-3.295, -4.559, 0.246)  -0.20
C (-2.907, -3.654, 1.359)  -0.05
N (-3.125, -2.248, -2.616)  0.04
H (-5.626, -3.709, -0.697)  0.08
H (-5.594, -3.689, -2.437)  0.08
H (-5.604, -2.153, -1.519)  0.06
H (-3.579, -2.154, -0.725)  0.11
H (-1.839, -3.937, -1.053)  0.11
H (-3.023, -4.969, -1.788)  0.13
H (-3.167, -4.244, 2.237)  0.08
H (-3.468, -2.721, 1.392)  0.06
H (-1.888, -3.275, 1.448)  0.06
H (-3.308, -1.260, -2.711)  0.06
H (-2.159, -2.293, -2.324)  0.05
C (3.037, 2.307, 0.346)  -0.10
C (1.931, 2.867, -0.554)  -0.38
C (2.138, 4.410, -0.786)  -0.25
O (1.182, 5.029, -1.553)  -0.25
C (1.343, 6.402, -1.933)  -0.24
N (1.986, 2.091, -1.778)  0.04
H (3.112, 3.006, 1.179)  0.06
H (4.046, 2.199, -0.052)  0.07
H (2.999, 1.340, 0.848)  0.05
H (1.002, 2.539, -0.088)  0.12
H (3.096, 4.764, -1.167)  0.11
H (2.083, 4.842, 0.213)  0.10
H (2.084, 6.903, -1.309)  0.06
H (0.379, 6.771, -1.581)  0.05
H (1.559, 6.556, -2.990)  0.06
H (2.802, 2.375, -2.300)  0.08
H (1.312, 2.379, -2.473)  0.02
C (-1.567, 2.036, -1.662)  -0.02
C (-3.127, 2.302, -1.834)  -0.43
C (-3.798, 3.392, -0.948)  -0.20
O (-5.233, 3.499, -0.918)  -0.23
C (-5.775, 4.688, -0.327)  -0.12
N (-3.441, 2.565, -3.193)  0.05
H (-1.271, 1.840, -0.632)  0.04
H (-1.122, 3.025, -1.765)  0.07
H (-1.125, 1.285, -2.317)  0.08
H (-3.583, 1.410, -1.404)  0.10
H (-3.386, 4.318, -1.350)  0.11
H (-3.326, 3.296, 0.030)  0.11
H (-5.516, 4.922, 0.705)  0.06
H (-6.863, 4.632, -0.329)  0.08
H (-5.521, 5.542, -0.956)  0.08
H (-4.369, 2.958, -3.134)  0.06
H (-3.429, 1.727, -3.756)  0.07
C (5.545, -6.463, 2.711)  -0.09
C (5.712, -5.923, 1.323)  -0.39
C (4.836, -6.699, 0.288)  -0.16
O (5.462, -8.029, 0.004)  -0.20
C (4.515, -9.034, 0.507)  -0.12
N (5.102, -4.581, 1.466)  0.04
H (6.211, -6.033, 3.460)  0.08
H (5.809, -7.517, 2.786)  0.07
H (4.488, -6.325, 2.939)  0.08
H (6.720, -5.883, 0.912)  0.14
H (4.632, -6.246, -0.683)  0.11
H (3.835, -6.910, 0.663)  0.10
H (3.713, -9.219, -0.208)  0.08
H (4.143, -8.860, 1.517)  0.08
H (4.999, -10.010, 0.501)  0.07
H (4.567, -4.540, 2.322)  0.04
H (5.844, -3.898, 1.511)  0.03

=====

Entry 3:
CH2N2O | ωB97M-V/def2-TZVPD

Summary:
- LUMO level (alpha / beta): -0.59 / -0.60 eV
- Maximum force: 0.100 hartree/bohr
- E_HOMO (alpha / beta): -9.3368 / -9.3359 eV

Last column: Löwdin charge in e.
Element x y z (Å)
C (-0.827, -0.622, 0.109)  0.16
N (-0.644, 0.634, 0.253)  -0.02
N (0.683, 0.762, 0.182)  -0.14
O (1.226, -0.629, 0.026)  -0.19
H (-1.428, -1.503, -0.002)  0.08
H (0.989, 1.358, -0.568)  0.12

=====

Entry 4:
C2H4N2O2 | ωB97M-V/def2-TZVPD

Summary:
- LUMO level (alpha / beta): -1.24 / -1.24 eV
- Maximum force: 0.095 hartree/bohr
- E_HOMO (alpha / beta): -10.3248 / -10.3232 eV

Last column: Löwdin charge in e.
Element x y z (Å)
C (0.138, 1.337, 0.430)  0.10
C (-0.639, 0.289, 0.195)  -0.06
N (0.339, -1.424, -0.356)  0.08
N (-2.035, 0.037, 0.090)  -0.38
O (-2.466, -1.087, 0.442)  0.03
O (-2.827, 0.848, -0.386)  0.08
H (-0.078, 2.270, 0.846)  0.06
H (1.210, 1.299, 0.385)  0.07
H (-0.009, -1.851, 0.526)  0.01
H (-0.036, -1.996, -1.098)  0.00

=====

Entry 5:
C4H13N3O | ωB97M-V/def2-TZVPD

Summary:
- SMILES: CN(N)C(C)(C)NO
- LUMO level: 0.94 eV
- Maximum force: 0.062 hartree/bohr
- E_HOMO: -7.4766 eV

Last column: Löwdin charge in e.
Element x y z (Å)
C (1.718, 0.582, 0.861)  -0.01
N (0.123, 0.072, 0.984)  -0.12
N (0.179, -1.328, 1.447)  0.00
C (-0.448, 0.183, -0.368)  -0.60
C (-1.780, -0.580, -0.542)  -0.04
C (-0.702, 1.662, -0.709)  -0.03
N (0.546, -0.333, -1.335)  -0.09
O (0.914, -1.704, -1.115)  -0.10
H (1.626, 1.666, 0.845)  0.06
H (2.480, 0.254, 0.153)  0.07
H (2.155, 0.279, 1.814)  0.06
H (0.667, -1.341, 2.346)  0.09
H (-0.767, -1.640, 1.695)  0.09
H (-2.504, -0.245, 0.208)  0.08
H (-1.658, -1.661, -0.440)  0.07
H (-2.213, -0.401, -1.532)  0.09
H (0.216, 2.254, -0.729)  0.07
H (-1.171, 1.767, -1.694)  0.09
H (-1.371, 2.109, 0.032)  0.09
H (1.277, 0.219, -1.773)  0.11
H (0.716, -1.817, -0.148)  0.03